Version a
DFT (wB97M-V/def2-TZVPD) results for a cluster of 2 separate species, C4H12OS2 in total.

Properties
SMILES = CSCCSC.O
Gap between HOMO and LUMO = 9.22 eV
HOMO level = -8.557 eV
E_LUMO = 0.6604 eV

Last column: Mulliken charge in e.
Element x y z (Å)
H: -1.0748 -0.5149 2.0723  0.321
H: 2.5639 1.6905 -2.7732  0.379
H: -3.7994 -0.7988 2.2018  0.263
O: 3.4043 2.0791 -3.1064  -0.649
H: 0.2668 1.2848 0.6833  0.362
S: -2.3603 -1.3871 0.3164  -0.058
C: -1.4064 -0.0591 1.1195  -0.612
H: 3.0186 -0.5571 -1.4381  0.384
H: -4.0415 -2.5093 1.7273  0.321
H: -0.5389 0.7159 -0.8078  0.352
H: 2.8939 0.9342 -0.4534  0.425
H: -2.1247 0.7470 1.3641  0.390
H: 1.8568 0.7261 -1.8992  0.106
H: -2.6390 -2.0515 2.7436  0.273
C: -0.2433 0.4199 0.2171  -0.759
C: -3.2836 -1.7287 1.9088  -0.825
S: 1.0755 -0.7404 -0.1536  -0.061
C: 2.3207 0.2021 -1.0468  -0.946
H: 4.1113 1.5474 -2.6756  0.334


Version b
DFT (wB97M-V/def2-TZVPD) results for a cluster of 2 separate species, C4H12OS2 in total.

Properties
SMILES = CCCSSC.O
Gap between HOMO and LUMO = 9.07 eV
HOMO level = -8.564 eV
E_LUMO = 0.5068 eV

Last column: Mulliken charge in e.
Element x y z (Å)
H: -3.0239 -2.0208 0.6375  0.289
O: 6.9771 1.3593 -0.8488  -0.646
S: 0.7898 0.4983 -1.3772  -0.125
H: -1.2645 -0.6946 1.3766  0.308
S: -1.0272 0.8594 -0.5398  -0.096
H: -4.8455 -0.4974 0.2345  0.295
C: -2.9245 -1.0654 0.0872  -0.456
H: 1.7631 -0.0481 0.7947  0.279
H: 2.9322 0.3456 -0.5043  0.225
H: 1.9510 1.6455 0.2418  0.281
H: 7.1701 0.6662 -1.5201  0.326
H: -3.9648 0.0057 1.7112  0.287
C: -3.8964 -0.0827 0.6139  -1.012
C: -1.4234 -0.6974 0.2810  -0.610
H: -3.7575 0.9250 0.1876  0.327
C: 1.9421 0.5922 -0.0854  -0.675
H: -0.7091 -1.4185 -0.1608  0.391
H: -3.1509 -1.2653 -0.9778  0.292
H: 6.4622 0.8931 -0.1518  0.318


Which of them is least stable? Easy: version a.


Version a
DFT (wB97M-V/def2-TZVPD) results for a structure of composition C2H3NO2.

Properties
Gap between HOMO and LUMO (alpha / beta) = 8.53 / 8.50 eV
HOMO level (alpha / beta) = -9.581 / -8.906 eV
E_LUMO (alpha / beta) = -1.0538 / -0.4094 eV

Last column: Mulliken charge in e.
Element x y z (Å)
H: -0.8028 -0.6964 -2.2611  0.246
C: -0.1783 -0.5661 -0.2750  0.602
O: 0.4655 1.8509 1.3886  -0.280
H: 1.7572 0.3490 1.9786  0.415
H: -2.1980 -0.7146 -1.2105  0.287
N: 0.7260 -0.6082 0.4577  -0.321
O: 1.3515 0.9820 1.1537  -0.110
C: -1.1211 -0.5965 -1.2319  -0.840


Version b
DFT (wB97M-V/def2-TZVPD) results for the molecule C2H3NO2.

Properties
Gap between HOMO and LUMO (alpha / beta) = 8.87 / 8.39 eV
HOMO level (alpha / beta) = -10.292 / -9.680 eV
E_LUMO (alpha / beta) = -1.4205 / -1.2914 eV

Last column: Mulliken charge in e.
Element x y z (Å)
N: -1.9178 0.9031 0.0443  -0.182
H: 0.7499 1.3507 -0.3294  0.261
H: 1.0986 -0.5071 0.2185  0.241
O: -3.3990 -0.7974 -0.1156  -0.406
C: -0.9110 0.0198 0.0628  0.049
H: -1.3615 -0.9230 0.3578  0.369
C: 0.3827 0.3129 -0.0800  -0.535
O: -3.0766 0.4217 0.0801  0.204


Which of them is least stable? Easy: version a.